Formula: C4H4N6O5
Source: OMol25
Level of theory: the ωB97M-V functional and the def2-TZVPD basis

Structure (ORCA input):
```
! wB97M-V def2-TZVPD RIJCOSX def2/J DEFGRID3
* xyz -2 1
C -2.0011 -0.3128 0.1963
C 0.0206 0.9902 0.0166
C 0.7086 -1.7229 -1.0518
C 1.0732 0.0978 0.5064
N -1.3668 0.7612 0.0746
N 1.2432 -1.1485 0.0647
N 0.1661 -1.2517 -2.0988
N 1.8336 0.6744 1.4646
N -3.2692 -0.7557 0.2699
N 0.3284 2.2566 -0.1619
O 1.9969 -1.9008 0.8610
O -3.8401 -1.1067 -0.7999
O -3.6698 -1.0052 1.4073
O -0.5531 3.1020 -0.5152
O 1.5499 2.5931 -0.0483
H 0.9067 -2.7597 -1.1356
H 0.2142 -0.2426 -1.9560
H 1.9939 1.6441 1.4036
H 2.6647 0.0872 1.5024
*
```

Calculated values
Kohn-Sham gap = 0.21915 Eh
E_LUMO = 0.2284 hartree
Highest occupied orbital energy = 0.251 eV

Formula: C4H4NO2
Source: OMol25
Level of theory: the ωB97M-V functional and the def2-TZVPD basis

Structure (ORCA input):
```
! wB97M-V def2-TZVPD RIJCOSX def2/J DEFGRID3
* xyz 1 1
C -0.9183 -1.1180 -0.5933
C -0.3850 0.0005 0.0106
C -0.3329 -2.2306 -1.0755
C 0.9773 0.2071 0.4616
N 1.2938 -0.2334 1.8825
O 0.0868 -3.1924 -1.4933
O 0.6615 -1.0331 2.4440
H -1.9950 -1.1313 -0.7805
H -1.0937 0.7665 0.2964
H 1.7373 -0.3511 -0.0992
H 1.2666 1.2625 0.4883
*
```

Calculated values
Kohn-Sham gap (spin up / spin down) = 0.26231 / 0.26228 Eh
E_LUMO (spin up / spin down) = -0.2499 / -0.2499 hartree
Highest occupied orbital energy (spin up / spin down) = -13.938 / -13.937 eV

Formula: C4H4NO3
Source: OMol25
Level of theory: the ωB97M-V functional and the def2-TZVPD basis

Structure (ORCA input):
```
! wB97M-V def2-TZVPD RIJCOSX def2/J DEFGRID3
* xyz -1 1
C 2.1306 -1.0049 0.0953
C 1.0855 -0.2040 0.3083
O 0.8594 0.9301 -0.3678
C -0.5216 1.3514 -0.2282
O -0.7472 2.0835 0.7495
N -1.4811 -0.1180 -0.3702
C -2.5089 -0.5573 -0.0379
O -3.5288 -1.0836 0.1868
H 2.3451 -1.9904 0.6035
H 2.8821 -0.7360 -0.6931
H 0.2477 -0.2823 1.0112
H -0.7628 1.6114 -1.2574
*
```

Calculated values
Kohn-Sham gap = 0.32283 Eh
E_LUMO = 0.1472 hartree
Highest occupied orbital energy = -4.780 eV

Formula: C4H4NO3S
Source: OMol25
Level of theory: the ωB97M-V functional and the def2-TZVPD basis

Structure (ORCA input):
```
! wB97M-V def2-TZVPD RIJCOSX def2/J DEFGRID3
* xyz -1 1
C 1.0572 -1.3192 1.6285
C 0.1706 -2.2148 1.2034
C 0.2066 -0.4453 -0.1196
C -0.3341 0.2972 -1.2708
N 1.0803 -0.1839 0.8419
O 0.6694 -4.5985 0.0622
O 0.7962 -4.4998 2.5849
O -0.3575 -1.6332 0.0136
S 0.0035 -4.2623 1.3531
H 1.5539 -1.3703 2.6248
H -0.8158 -0.5104 -1.9202
H -1.0429 0.9209 -0.8177
H 0.3031 0.7685 -1.9275
*
```

Calculated values
Kohn-Sham gap = 0.27415 Eh
E_LUMO = 0.1329 hartree
Highest occupied orbital energy = -3.844 eV

Electronic energy, respectively: -23380.995 -9786.093 -11845.216 -22680.564 eV.